## A
Entry from the OMol25 dataset: an isolated molecule of C4H3FN2 (ωB97M-V/def2-TZVPD).

Last column: Löwdin charge in e.
Atoms and positions in Å:
C (0.36143, -1.04288, 0.31598)  -0.385
C (-0.98062, -0.58395, 0.15062)  -0.022
C (-1.09713, 0.70267, -0.27015)  -0.172
C (1.28039, 0.74387, -0.42644)  -0.201
H (-1.83657, -1.17055, 0.84644)  0.179
H (-2.04602, 1.37507, -0.25491)  0.144
H (2.24370, 1.39910, -0.39855)  0.142
N (0.03520, 1.28199, -0.70963)  0.041
N (1.52726, -0.42853, 0.09623)  0.148
F (0.51238, -2.27679, 0.65042)  0.124

Computed properties:
HOMO level: -10.114 eV
HOMO-LUMO gap: 10.65 eV

---

## B
Entry from the OMol25 dataset: an isolated molecule of C4H3FN2 (ωB97M-V/def2-TZVPD).

Last column: Löwdin charge in e.
Atoms and positions in Å:
C (0.99008, 0.09306, 0.29250)  -0.272
C (0.90500, 0.11620, -1.00347)  0.022
C (-0.57089, -0.06256, -1.29771)  -0.115
C (-0.35544, -0.15348, 0.89379)  -0.340
H (1.68646, 0.33509, -1.77339)  0.130
H (-1.04797, 0.01553, -2.25869)  0.106
H (-1.64561, -0.18213, 2.13547)  0.051
N (-1.28395, -0.27640, -0.25127)  0.088
N (-0.65822, -0.13348, 2.10572)  0.218
F (1.98053, 0.24817, 1.15705)  0.112

Computed properties:
HOMO level: -10.253 eV
HOMO-LUMO gap: 9.58 eV

---

Short version: A is the most stable of them.

---

## A
Entry from the OMol25 dataset: a structure of composition C2H3ClN2O2S2 (ωB97M-V/def2-TZVPD).

Last column: Löwdin charge in e.
Atoms and positions in Å:
C (0.36999, 0.59798, 0.54252)  -0.185
C (-0.16196, -0.76242, 0.23275)  -0.535
N (1.55113, 0.82191, 0.94763)  -0.055
N (2.43152, -0.11388, 1.00619)  -0.299
O (2.97877, -0.01630, -1.48557)  -0.356
O (4.36669, -1.47496, -0.01772)  -0.343
S (1.19452, -1.87718, 0.41337)  0.841
S (3.57590, -0.29874, -0.21942)  0.240
Cl (4.94872, 1.21686, 0.04023)  0.374
H (-0.44899, 1.36610, 0.68560)  0.147
H (-1.14443, -1.01129, 0.66887)  0.096
H (-0.24776, -0.65102, -0.85266)  0.076

Computed properties:
HOMO level: -9.572 eV
HOMO-LUMO gap: 7.94 eV

---

## B
Entry from the OMol25 dataset: a structure of composition C2H3ClN2O2S2 (ωB97M-V/def2-TZVPD).

Last column: Löwdin charge in e.
Atoms and positions in Å:
C (-1.05500, 0.62174, -0.37904)  -0.154
C (-0.24049, -0.57059, 0.07326)  -0.349
N (-1.53140, 1.42827, 0.53176)  -0.036
N (-1.40021, 0.97236, 1.78821)  -0.592
O (0.51943, 2.25256, 2.93387)  -0.345
O (-1.43352, 1.74406, 4.23479)  -0.306
S (-0.40933, -0.43251, 1.93416)  0.922
S (-0.87843, 2.12568, 3.00425)  0.227
Cl (-1.68949, 3.86992, 2.39553)  0.427
H (-0.93507, 0.92543, -1.33367)  0.075
H (-0.81295, -1.46185, -0.01759)  0.043
H (0.71969, -0.46192, -0.44162)  0.089

Computed properties:
HOMO level: -8.888 eV
HOMO-LUMO gap: 8.81 eV

---

Short version: B is the most stable of them.

---

## A
Entry from the OMol25 dataset: the ion C7H15N with charge +1 (ωB97M-V/def2-TZVPD).

Last column: Löwdin charge in e.
Atoms and positions in Å:
C (-0.58304, 0.55774, 1.06558)  -0.169
C (0.05177, 1.52381, 0.05723)  -0.208
C (-0.70760, 2.83003, 0.06926)  -0.180
C (-1.12246, 3.48377, -1.01061)  0.026
C (0.30414, -0.62967, 1.41445)  -0.144
N (0.10278, -1.87810, 0.63473)  0.172
C (0.69287, -1.92000, -0.69861)  -0.189
C (1.15884, -3.27644, -1.31620)  -0.020
H (-1.48308, 0.07794, 0.63245)  0.125
H (-1.12792, 1.09421, 1.84075)  0.125
H (1.10452, 1.68497, 0.33087)  0.122
H (0.00115, 1.11723, -0.96125)  0.111
H (-0.93492, 3.16411, 1.08677)  0.110
H (-2.02764, 4.07292, -0.96746)  0.063
H (-0.81717, 3.41760, -2.04591)  0.066
H (0.10803, -0.93991, 2.45087)  0.149
H (1.35911, -0.34690, 1.34207)  0.132
H (-0.91396, -1.97263, 0.52691)  0.167
H (-0.02989, -1.39695, -1.35254)  0.158
H (1.59190, -1.28959, -0.64872)  0.129
H (1.46797, -3.87564, -0.46438)  0.087
H (0.30985, -3.78602, -1.77788)  0.085
H (1.88410, -3.04169, -2.06958)  0.084

Computed properties:
HOMO level (spin up / spin down): -12.639 / -12.621 eV
HOMO-LUMO gap (spin up / spin down): 9.66 / 4.44 eV
2S+1: 2
⟨S²⟩: 0.75
Total charge: +1

---

## B
Entry from the OMol25 dataset: the ion C7H15N with charge +1 (ωB97M-V/def2-TZVPD).

Last column: Löwdin charge in e.
Atoms and positions in Å:
C (1.17029, -1.40249, -1.58464)  -0.201
C (0.03334, -2.44202, -1.52148)  -0.094
C (0.57671, -0.09970, -0.99568)  -0.166
N (-0.06250, -0.26696, 0.31329)  0.055
C (-1.42754, 0.21351, 0.65410)  -0.103
C (-1.27930, 1.69643, 0.94814)  -0.116
C (0.23728, 1.98905, 1.14163)  -0.119
C (0.79155, 0.55603, 1.25489)  -0.121
H (1.63624, -1.22219, -2.55997)  0.125
H (1.87423, -1.98289, -0.95881)  0.122
H (-0.29048, -2.46398, -0.44596)  0.083
H (0.31429, -3.44118, -1.82567)  0.087
H (-0.88914, -1.98103, -1.89034)  0.076
H (-0.21840, 0.16662, -1.74109)  0.152
H (1.39565, 0.67215, -1.14170)  0.159
H (-1.74924, -0.48284, 1.43502)  0.151
H (-2.05862, 0.01661, -0.19475)  0.125
H (-1.79378, 2.06428, 1.81813)  0.122
H (-1.60349, 2.23600, 0.04452)  0.130
H (0.40231, 2.54514, 2.05225)  0.120
H (0.77808, 2.44793, 0.27648)  0.129
H (1.85127, 0.37734, 0.97018)  0.142
H (0.67412, 0.23804, 2.29443)  0.141

Computed properties:
HOMO level (spin up / spin down): -15.368 / -15.337 eV
HOMO-LUMO gap (spin up / spin down): 12.77 / 7.73 eV
2S+1: 2
⟨S²⟩: 0.75
Total charge: +1

---

Short version: B is the most stable of them.

---

## A
Entry from the OMol25 dataset: a structure of composition C4H10O2S (ωB97M-V/def2-TZVPD).

Last column: Löwdin charge in e.
Atoms and positions in Å:
C (2.20044, -1.07320, 0.69560)  -0.087
C (0.33218, -0.11756, -0.67891)  -0.531
C (-0.68971, -0.78421, 0.07506)  -0.610
C (0.86293, 2.07764, 0.48450)  -0.113
H (3.10851, -1.53273, 0.16034)  0.096
H (1.56976, -1.81054, 1.37356)  0.093
H (2.59676, -0.17761, 1.52125)  0.138
H (0.10675, -0.38454, -1.75907)  0.171
H (-0.46199, -0.87006, 1.14506)  0.044
H (-0.38509, -1.91301, -0.29261)  0.161
H (-2.47645, 0.86766, -1.12869)  0.072
H (0.56440, 3.20710, 0.00068)  0.149
H (-0.00364, 2.12594, 1.30459)  0.108
H (1.92656, 1.78169, 0.76518)  0.081
O (1.53689, -0.95282, -0.68228)  -0.186
O (0.51310, 1.26561, -0.61505)  -0.177
S (-2.44878, -0.27577, 0.23943)  0.591

Computed properties:
HOMO level: -9.170 eV
HOMO-LUMO gap: 9.22 eV

---

## B
Entry from the OMol25 dataset: a structure of composition C4H10O2S (ωB97M-V/def2-TZVPD).

Last column: Löwdin charge in e.
Atoms and positions in Å:
C (0.95407, -1.80386, -0.10454)  -0.095
C (1.19279, 0.50048, 0.90526)  -0.106
C (-1.91157, 1.71781, -0.03289)  -0.100
C (0.48239, -0.33011, -0.08325)  -0.795
O (-2.03466, -1.14542, -0.81031)  -0.615
O (0.57901, 0.25663, -1.35169)  -0.020
S (-1.42324, -0.45469, 0.39698)  0.944
H (0.21280, -2.57560, -0.66419)  0.122
H (0.97574, -2.29642, 0.92832)  0.096
H (2.01243, -1.80138, -0.57540)  0.113
H (1.04353, 0.41886, 2.07952)  0.131
H (1.01424, 1.61049, 0.76610)  0.087
H (2.27381, 0.30129, 0.80639)  0.087
H (-2.50020, 1.99994, 0.86181)  0.009
H (-2.32059, 1.85908, -1.09027)  0.053
H (-0.87260, 2.20221, -0.13099)  0.017
H (0.32203, -0.45932, -1.90084)  0.072

Computed properties:
HOMO level: -8.733 eV
HOMO-LUMO gap: 9.23 eV

---

Short version: B is the most stable of them.